Entry from the Open Molecules 2025 dataset: C22H62I2NbO8 as an isolated structure in a non-equilibrium geometry (ωB97M-V/def2-TZVPD).

Computed properties:
F_max in eV/A: 1.28
HOMO energy in eV: -4.633
Net charge: -1
Energy in a.u.: -2129.40950

```
95
Properties=species:S:1:pos:R:3:forces:R:3:lowdin_charge:R:1
C 3.868 3.518 3.539 0.11 0.18 0.11 -0.16
C 4.357 2.528 2.487 0.03 -0.33 -0.10 -0.39
C 3.982 1.072 2.815 -0.73 0.99 0.20 -0.43
Nb 1.860 0.389 2.900 0.83 0.40 -0.89 1.00
C -0.406 0.493 3.246 0.26 0.64 -0.27 -0.98
I -1.065 0.079 5.219 -0.05 -0.06 0.18 0.66
C -1.378 0.762 2.387 -0.39 -0.08 0.15 -0.96
C -2.871 0.877 2.556 -0.02 -0.07 0.04 -0.25
I -0.799 1.147 0.385 -0.01 -0.02 -0.27 0.85
H 4.422 4.464 3.480 -0.09 -0.10 -0.07 0.06
H 2.800 3.729 3.416 0.12 -0.15 0.07 0.04
H 4.018 3.126 4.554 -0.06 0.00 -0.14 0.06
H 5.451 2.607 2.395 -0.19 0.14 -0.07 0.06
H 3.904 2.781 1.519 0.23 0.06 0.08 0.07
H 4.377 0.845 3.817 -0.05 -0.27 -0.11 0.02
H 4.457 0.393 2.086 -0.28 -0.15 0.06 0.03
H 1.833 -0.802 1.490 -0.06 -0.64 0.64 -0.14
H 1.564 2.029 2.071 -0.02 0.26 0.22 -0.12
H 1.899 1.009 4.631 0.01 -0.91 -0.11 -0.11
H 2.180 -1.168 3.854 0.02 0.05 0.18 -0.16
H -3.216 0.194 3.338 0.03 0.12 -0.11 0.01
H -3.131 1.900 2.859 0.04 -0.12 -0.01 0.08
H -3.404 0.659 1.629 0.08 -0.03 0.10 0.04
C -0.063 -2.469 -2.512 0.07 -0.03 0.07 -0.08
C -1.191 -2.804 -1.556 0.03 0.19 -0.06 -0.31
O -0.810 -2.620 -0.196 -0.23 -0.26 -0.25 -0.12
H 0.809 -3.085 -2.291 0.00 -0.01 -0.01 0.08
H -0.366 -2.631 -3.548 -0.02 0.02 0.00 0.07
H 0.225 -1.421 -2.407 -0.03 0.01 -0.03 0.07
H -1.477 -3.853 -1.657 -0.01 0.00 0.03 0.11
H -2.072 -2.193 -1.786 -0.01 -0.02 0.00 0.11
H -0.583 -1.689 -0.077 0.11 0.02 0.24 -0.01
C 0.852 5.011 -2.247 0.04 -0.01 -0.03 -0.09
C 1.352 3.988 -1.244 0.05 0.01 0.07 -0.34
O 2.695 3.593 -1.503 -0.01 0.04 -0.13 -0.08
H 0.927 4.619 -3.262 -0.02 0.00 -0.01 0.07
H -0.190 5.272 -2.057 0.00 -0.01 0.01 0.05
H 1.449 5.926 -2.195 -0.02 0.01 0.02 0.07
H 0.763 3.073 -1.295 0.03 0.03 -0.04 0.03
H 1.256 4.365 -0.221 -0.01 -0.02 0.01 0.11
H 3.258 4.368 -1.412 0.01 -0.03 0.07 0.08
C -2.825 -4.375 2.424 -0.03 -0.01 -0.08 -0.08
C -1.622 -5.255 2.143 0.05 0.02 0.03 -0.32
O -1.348 -5.361 0.749 -0.11 -0.03 0.03 -0.10
H -3.710 -4.767 1.918 -0.01 -0.01 0.01 0.07
H -3.028 -4.322 3.495 0.02 0.01 0.01 0.07
H -2.643 -3.363 2.060 0.01 0.01 0.03 0.07
H -1.798 -6.274 2.494 0.01 0.01 0.01 0.11
H -0.742 -4.861 2.662 0.00 -0.02 0.02 0.11
H -1.184 -4.456 0.442 0.21 0.09 0.01 0.04
C -4.770 4.945 -2.423 0.01 0.01 -0.09 -0.09
C -3.313 4.527 -2.444 0.06 0.05 0.02 -0.32
O -2.672 4.848 -3.678 -0.06 -0.02 -0.02 -0.10
H -5.310 4.470 -3.243 -0.01 -0.02 0.01 0.07
H -5.241 4.661 -1.481 0.01 0.00 0.01 0.08
H -4.865 6.027 -2.539 0.00 0.00 0.03 0.07
H -3.225 3.446 -2.338 0.03 0.00 0.01 0.09
H -2.768 4.984 -1.612 -0.02 -0.04 0.04 0.11
H -2.707 5.802 -3.794 0.02 -0.01 0.00 0.08
C 2.630 -7.707 1.677 0.00 0.03 -0.07 -0.10
C 2.193 -6.346 2.195 -0.08 -0.01 0.02 -0.33
O 1.552 -5.566 1.207 0.12 -0.19 -0.12 -0.08
H 3.298 -7.587 0.824 0.01 -0.01 0.00 0.07
H 3.149 -8.276 2.452 0.00 0.00 0.02 0.07
H 1.766 -8.290 1.349 0.00 -0.01 0.02 0.07
H 3.058 -5.764 2.514 0.00 -0.01 0.04 0.11
H 1.539 -6.473 3.067 0.04 0.01 0.03 0.11
H 0.752 -6.020 0.910 -0.13 0.25 0.05 0.06
C -3.605 1.649 -4.948 -0.01 -0.03 -0.02 -0.09
C -3.088 0.716 -3.868 0.10 0.16 -0.04 -0.31
O -1.720 0.383 -4.081 -0.06 -0.06 -0.01 -0.08
H -3.491 1.184 -5.929 -0.03 -0.01 0.00 0.07
H -4.661 1.883 -4.792 0.00 -0.01 0.01 0.07
H -3.048 2.588 -4.950 -0.03 0.03 0.04 0.06
H -3.641 -0.223 -3.868 0.04 -0.03 0.03 0.09
H -3.207 1.171 -2.878 -0.07 -0.06 0.02 0.09
H -1.214 1.203 -4.061 0.04 -0.03 0.02 0.08
C -6.397 -3.395 -5.791 -0.04 -0.01 0.08 -0.10
C -5.683 -2.184 -5.219 0.14 -0.07 -0.02 -0.34
O -5.591 -2.223 -3.801 -0.08 -0.01 -0.06 -0.08
H -7.401 -3.474 -5.374 -0.01 0.00 -0.01 0.07
H -6.472 -3.327 -6.877 0.01 0.01 -0.01 0.07
H -5.857 -4.313 -5.546 0.01 0.00 -0.02 0.07
H -6.228 -1.272 -5.461 0.01 0.02 0.04 0.11
H -4.680 -2.099 -5.653 -0.03 0.05 -0.05 0.11
H -5.090 -3.008 -3.557 0.02 0.04 0.06 0.08
C 8.791 2.731 5.132 -0.02 0.09 0.01 -0.10
C 7.557 2.678 4.249 0.08 -0.07 -0.10 -0.33
O 7.309 3.913 3.589 0.08 0.11 0.13 -0.09
H 8.687 3.517 5.880 0.00 -0.01 0.02 0.07
H 8.944 1.779 5.643 -0.01 -0.01 -0.01 0.07
H 9.684 2.945 4.539 0.01 -0.03 0.00 0.07
H 6.670 2.467 4.843 -0.05 0.04 -0.05 0.11
H 7.656 1.874 3.510 -0.05 -0.04 0.03 0.11
H 8.068 4.117 3.035 -0.01 -0.03 -0.01 0.08
```
Forces are in eV/Å.

***

Entry from the Open Molecules 2025 dataset: C22H63AsF6O9 as an isolated structure in a non-equilibrium geometry (ωB97M-V/def2-TZVPD).

Computed properties:
F_max in eV/A: 2.89
HOMO energy in eV: -9.465
Net charge: 0
Energy in a.u.: -4388.15494

```
101
Properties=species:S:1:pos:R:3:forces:R:3:lowdin_charge:R:1
O -4.791 -0.031 -0.604 0.48 0.31 -0.13 0.25
H -5.054 -0.623 -1.327 0.01 -0.27 0.32 0.17
H -4.002 0.495 -0.924 -0.36 0.46 -0.13 0.13
H -4.654 -0.460 0.307 -0.27 -0.55 0.57 0.12
As -0.395 -0.155 -0.098 0.15 -0.83 -0.12 0.86
F 1.082 0.707 0.292 -0.76 -1.00 0.22 -0.23
F 0.499 -1.576 -0.708 -0.48 1.25 0.33 -0.24
F -1.871 -0.921 -0.703 0.08 0.38 0.48 -0.26
F -1.318 1.116 0.672 0.05 -0.37 -0.38 -0.23
F -0.357 0.701 -1.616 0.07 -0.39 0.11 -0.23
F -0.514 -1.076 1.390 0.22 0.67 -0.40 -0.23
C -3.519 -3.096 2.680 -0.27 0.48 0.33 -0.06
C -3.354 -1.710 2.067 -0.93 -1.47 1.67 -0.24
O -4.730 -1.240 1.816 0.72 0.64 -1.85 -0.10
H -4.331 -3.618 2.173 0.33 -0.18 -0.40 0.08
H -3.891 -2.996 3.702 0.46 -0.22 0.20 0.08
H -2.563 -3.613 2.592 -0.18 -0.32 0.39 0.07
H -2.720 -1.909 1.209 -0.59 1.17 -0.59 0.08
H -2.932 -1.031 2.805 0.49 0.09 -0.39 0.11
H -5.040 -0.754 2.585 0.12 0.06 0.02 0.11
C -3.178 1.050 -4.095 -0.39 -0.99 0.82 -0.07
C -4.281 1.839 -3.440 0.81 1.80 -1.32 -0.31
O -4.019 2.062 -2.058 0.08 -0.52 0.58 -0.09
H -3.399 0.753 -5.119 -0.02 0.09 0.02 0.09
H -3.080 0.163 -3.466 0.55 -0.38 -0.34 0.06
H -2.255 1.619 -4.049 0.17 -0.05 -0.06 0.08
H -5.295 1.474 -3.600 0.10 -0.30 0.42 0.12
H -4.215 2.800 -3.970 -0.63 0.19 0.33 0.12
H -3.173 2.533 -1.946 -0.11 -0.06 -0.15 0.09
C 1.756 -4.161 3.566 -2.07 -0.83 -0.22 -0.05
C 1.234 -3.750 2.179 1.75 0.84 -0.75 -0.49
C 2.247 -4.133 1.097 0.30 -0.34 0.20 -0.06
O -0.040 -4.233 1.764 -0.18 0.13 1.04 -0.05
H 1.047 -4.006 4.386 -0.24 0.53 -0.25 0.07
H 2.652 -3.614 3.843 0.33 -0.43 -0.32 0.08
H 1.784 -5.254 3.544 0.98 -0.02 0.14 0.08
H 1.322 -2.659 2.115 -0.93 0.17 0.32 0.11
H 2.585 -5.171 1.137 -0.10 -0.04 0.18 0.08
H 3.120 -3.485 1.202 0.09 -0.08 -0.21 0.08
H 1.793 -3.998 0.118 0.16 0.24 -0.07 0.04
H -0.339 -3.602 1.101 -0.02 -0.06 -0.03 0.05
C -0.503 -4.453 -1.924 0.03 -0.73 -0.19 -0.04
C -0.647 -3.880 -3.331 -0.32 1.25 -0.59 -0.48
C -1.124 -2.434 -3.361 -0.78 0.37 0.46 -0.08
O 0.523 -3.943 -4.128 0.14 -0.19 0.32 -0.05
H -0.501 -5.532 -2.092 0.05 -0.09 0.52 0.08
H -1.329 -4.194 -1.259 -0.24 -0.03 -0.26 0.07
H 0.397 -4.213 -1.364 0.23 0.27 -0.45 0.04
H -1.410 -4.458 -3.858 0.11 -0.23 0.05 0.13
H -0.352 -1.739 -3.029 0.01 -0.07 0.11 0.05
H -1.989 -2.323 -2.702 0.10 0.10 0.19 0.05
H -1.480 -2.078 -4.329 0.30 -0.37 -0.30 0.08
H 1.088 -3.232 -3.778 0.30 -0.43 -0.07 0.05
C 2.722 -0.198 -3.188 0.00 -0.01 -0.01 -0.05
C 3.350 -1.508 -2.637 0.97 1.80 -0.58 -0.47
C 4.300 -1.333 -1.441 -1.27 0.46 1.29 -0.03
O 2.360 -2.466 -2.401 -0.38 -0.54 0.21 -0.07
H 1.931 -0.512 -3.873 0.07 0.12 -0.17 0.07
H 3.460 0.383 -3.745 0.07 -0.14 -0.07 0.08
H 2.268 0.524 -2.504 0.05 -0.42 0.52 0.05
H 3.964 -1.795 -3.494 -0.24 -0.86 0.07 0.13
H 3.911 -0.539 -0.789 -0.03 0.18 -0.14 0.07
H 5.347 -1.071 -1.578 -0.03 -0.28 -0.59 0.08
H 4.188 -2.201 -0.788 0.46 -0.31 -0.31 0.06
H 1.768 -2.169 -1.683 0.51 0.00 -0.44 0.05
C -0.779 5.427 -2.745 -0.01 0.13 0.12 -0.05
C -0.127 4.069 -2.514 1.04 -0.51 0.91 -0.46
C 1.386 4.051 -2.129 -0.54 1.05 -0.98 -0.03
O -0.801 3.402 -1.439 -0.80 -0.16 -0.67 -0.08
H -0.920 5.547 -3.819 0.29 0.44 0.00 0.07
H -0.211 6.249 -2.307 0.13 0.02 -0.23 0.08
H -1.781 5.518 -2.324 0.02 -0.44 0.20 0.07
H -0.183 3.553 -3.481 -0.38 -0.53 0.24 0.12
H 1.548 4.112 -1.055 -0.16 0.23 0.02 0.07
H 1.798 4.925 -2.641 0.50 -0.07 0.26 0.07
H 1.929 3.179 -2.493 -0.26 -0.14 -0.06 0.07
H -0.379 2.537 -1.347 -0.14 0.11 0.09 0.03
C 3.349 1.714 3.031 0.36 1.39 1.25 -0.05
C 2.964 2.878 2.101 -0.69 -2.12 -1.83 -0.46
C 3.783 4.140 2.185 -0.49 0.46 1.51 -0.05
O 3.145 2.399 0.747 0.60 0.46 -0.56 -0.09
H 2.867 1.833 4.008 0.09 0.22 0.07 0.06
H 4.419 1.844 3.212 0.10 -0.65 -0.02 0.08
H 3.083 0.700 2.743 0.09 0.19 -0.70 0.08
H 1.885 3.042 2.179 0.05 0.56 0.40 0.11
H 4.856 4.010 2.052 -0.09 -0.30 -0.41 0.08
H 3.677 4.542 3.200 0.03 -0.03 0.07 0.08
H 3.382 4.928 1.551 0.14 -0.22 -0.36 0.08
H 2.464 1.778 0.456 0.14 0.26 0.58 0.03
C -0.684 3.136 3.619 0.51 -0.13 -0.73 -0.05
C -0.260 1.722 4.042 -0.56 0.36 0.81 -0.48
C -0.038 1.612 5.567 -0.11 0.26 -0.95 -0.04
O -1.308 0.830 3.736 -0.94 -0.82 0.37 -0.08
H -1.493 3.537 4.228 0.17 -0.13 0.32 0.08
H -1.080 3.122 2.599 0.12 -0.17 -0.07 0.07
H 0.160 3.828 3.585 -0.04 0.07 0.31 0.07
H 0.653 1.343 3.575 0.05 0.45 -0.31 0.11
H -0.818 2.112 6.143 -0.13 0.01 -0.14 0.07
H 0.908 2.108 5.787 0.09 -0.28 0.30 0.07
H -0.055 0.551 5.810 0.37 0.05 0.23 0.08
H -1.391 0.646 2.797 0.40 0.32 -0.18 0.03
```
Forces are in eV/Å.

***

no.,E_LUMO (eV),molecular weight (g mol⁻¹),HOMO-LUMO gap (eV)
1,2.139,801.44,6.77
2,-0.786,660.65,8.68